DFT (wB97M-V/def2-TZVPD) results for a 11-piece molecular cluster, C22H44Cl22 overall in a non-equilibrium geometry.

For the energy above the lowest of the compared OMol25 structures with the same formula, charge and spin, the calculation gives 163.7 kJ/mol. The orbital gap comes out at 10.8 eV. The HOMO energy comes out at -10.51 eV. Its SMILES is ClCCCl.ClCCCl.ClCCCl.ClCCCl.ClCCCl.ClCCCl.ClCCCl.ClCCCl.ClCCCl.ClCCCl.ClCCCl.

Structure (ORCA input):
```
! RIJCOSX wB97M-V def2-TZVPD def2/J DEFGRID3
* xyz 0 1
C -1.11771 -3.11834 -4.62721
Cl 0.13332 -5.01292 -2.99327
H -3.20176 -5.50605 -1.58965
H 4.54972 -1.30277 -2.02047
C -3.24683 3.01224 2.85426
H -6.64128 -0.42303 2.26235
H -2.01255 -3.74006 -4.65575
H 3.82482 3.38228 -1.62068
C 3.06015 3.93201 -3.44629
H 0.14406 -1.58697 5.61632
Cl 3.83977 5.49785 -3.17472
H 5.52833 -4.07707 -2.82114
Cl 4.26205 -1.71723 -4.31081
C -0.29477 -3.29186 -3.33191
H 3.01303 3.66706 3.21330
H 3.14578 3.77199 -4.52108
H -5.10399 -5.81215 0.14804
C 5.15446 1.01853 1.01068
H 0.81072 3.56740 1.90333
C 0.67991 0.51073 5.35301
Cl 4.54438 4.21097 1.33637
C -0.32629 -0.41779 -0.23668
H 4.02614 -0.25616 2.36903
C 2.94085 4.10451 2.21755
Cl 6.34905 0.80415 -0.30819
C -0.35665 -0.62650 5.49434
H 2.01123 -0.14924 0.00136
C 4.97282 -0.31160 1.83161
H -4.05488 3.23368 2.15705
H 0.20794 1.47706 5.17541
Cl 2.48306 1.62258 -2.24852
Cl 5.79881 -3.19123 -0.65274
H 1.18767 -0.91948 1.33388
H 2.00278 4.03611 -3.20290
Cl -5.58219 -2.24848 3.13778
H -3.59822 -0.66328 1.20437
H 4.17488 1.24776 0.59119
H -1.43023 -2.07436 -4.60405
Cl -5.01967 1.11316 0.63004
H -6.12368 -1.55391 0.98727
C 1.76777 3.58426 1.38192
H -4.20365 0.12689 2.58071
Cl 1.63611 -2.39731 -0.35337
Cl -4.02608 2.39644 4.30496
Cl -1.56705 -0.45552 4.15084
Cl 1.47767 4.52156 -0.06980
Cl 1.72195 0.08159 3.94694
H -2.78529 1.53174 -2.93559
C -2.57241 4.37255 3.17320
H -3.19557 4.93799 3.86607
H -0.69770 -2.77000 -2.46392
C -3.17130 -5.26126 -0.52793
Cl -1.04066 0.96960 0.57628
H -2.50416 5.01978 2.29883
C -3.62361 0.84177 -2.83938
Cl -2.13749 -3.82852 -0.15601
C -5.81403 -1.02726 1.88997
Cl -2.85465 -0.65551 -2.26662
H 5.43568 1.80036 1.71621
Cl 6.29717 -0.49589 3.04911
H 6.58249 -2.61158 -2.82678
H -4.50572 -4.26535 0.84987
H -4.32955 1.17852 -2.08021
H -2.62279 2.23518 2.41283
C -4.59796 -4.86803 -0.05365
H 0.62551 -2.78654 -3.62489
H 1.93405 2.55910 1.05102
C 3.70886 2.87054 -2.57607
C 5.66892 -3.06485 -2.44202
Cl -5.46926 -3.95317 -1.30125
Cl -4.81577 2.36730 -4.58679
H 4.90570 -1.16153 1.15249
H 3.54511 -2.61309 -2.31559
C -4.32598 0.71212 -4.19911
H -5.11890 -0.03460 -4.15698
H 4.66544 2.47671 -2.91952
Cl -0.18288 -3.40677 -6.09445
H -0.36038 -0.29886 -1.31964
H -3.62591 0.42763 -4.98465
H 2.65952 5.13438 2.43737
C 1.16042 -0.78246 0.25287
H -0.95051 -0.51892 6.40201
H 1.34138 0.53580 6.21899
H -0.98160 -1.25123 0.01639
H -2.77066 -6.14154 -0.02525
Cl -0.98475 4.22896 3.95245
C -4.52814 -0.27706 1.62173
C 4.49528 -2.19360 -2.64621
*
```

DFT (wB97M-V/def2-TZVPD) results for C22H44Cl22F3Pb as an isolated structure in a non-equilibrium geometry.

The orbital gap comes out at 9.4 eV. The HOMO energy comes out at -7.65 eV.

Structure (ORCA input):
```
! RIJCOSX wB97M-V def2-TZVPD def2/J DEFGRID3
* xyz -1 1
H -2.43776 -2.89919 2.90936
Cl -4.58978 -5.43952 1.48726
H 2.21599 -2.35060 4.35144
Cl -3.11154 -5.87072 -1.60478
Cl 7.37182 1.71043 1.06585
Cl -4.85212 -0.36969 4.38353
H 0.27934 0.99786 -3.99676
Cl -0.58144 -1.94935 -6.07564
C 0.48615 2.84637 3.80406
C 5.13474 0.30449 1.53426
C 1.50205 4.90208 -0.56802
H -3.14515 -3.44315 -1.26029
H 0.76309 -2.07650 6.45718
H 0.80009 4.64241 -1.36043
H -5.35501 -4.37006 -0.53425
H 5.18115 2.32442 0.57038
F -1.99855 -1.60934 0.61759
C -3.97511 1.19838 -0.49423
H 1.90611 -4.17205 1.27827
C -2.83040 -2.19777 3.64553
Cl 4.59463 -2.26208 -4.08833
C 3.86753 -1.37099 -2.78243
Pb -0.09917 0.09452 0.47224
H -2.15373 -1.35072 3.75840
H 2.44337 -2.65766 0.56129
H 0.43042 2.27578 4.73110
C 0.55161 -0.76756 -5.29067
Cl -3.15886 -2.95968 5.22834
H -1.21072 0.38765 -4.69042
H -3.93627 -0.99094 2.20966
C 0.97656 -3.59277 -0.47493
C -1.73297 4.36267 -2.85738
H -4.83749 -2.32425 2.95742
H 2.02456 -0.61826 4.53017
Cl -0.63104 -0.92093 -2.84222
H 0.13471 -3.23342 0.11691
C 2.19348 -3.69550 0.34103
H -4.67402 -3.22710 0.53208
Cl 0.78858 -1.41465 2.71866
F 2.23945 -0.29256 -0.24016
Cl -2.54773 5.83622 -3.50483
H 4.98971 0.47199 -2.85615
Cl 3.16916 0.82248 -4.50093
Cl -0.35992 -0.26848 5.54765
H 3.17059 3.73108 0.35202
H -0.86405 3.81701 2.47916
H -3.49437 -0.49434 -1.89108
H -1.98387 4.35764 -1.79666
H -3.43313 0.68254 0.29842
Cl -5.46120 1.78196 0.28890
H -0.28106 -2.63656 5.17488
H 1.06972 3.74529 4.00278
H 5.88697 -0.48052 1.61169
C 3.96319 0.12149 -2.96335
H -0.64436 4.41668 -2.86749
H 1.84456 2.77936 -0.37829
H 0.89804 -3.02314 -1.40091
C -2.16790 3.19432 -3.61461
C -4.34846 0.09753 -1.56198
H 4.20981 -0.16712 1.20231
H 1.03026 -0.23228 -6.11072
H 5.76231 0.95894 -0.45130
H 4.39652 -1.74456 -1.90567
C 0.42852 -1.85412 5.44392
H -3.50883 2.08768 -0.91827
C -4.15077 -1.49982 3.14940
C -0.23394 0.08874 -4.31006
C 5.69479 1.36309 0.55875
H -2.34902 -4.24503 0.06867
Cl 2.46696 6.34752 -0.85350
C 2.48823 3.65134 -0.49421
Cl -1.18384 3.04627 -5.07464
Cl -1.90229 1.69212 3.04910
Cl 1.27787 1.88071 2.55366
H -1.39905 3.82807 4.06890
C 1.47773 -1.54921 4.38049
H -1.99273 2.28844 -3.03424
C -0.91600 3.16505 3.35115
H -5.06619 -0.55949 -1.07077
Cl -5.14658 0.70816 -2.92993
Cl 0.31562 -5.19701 -0.77654
H 3.40139 0.59217 -2.15653
H -3.22182 3.31504 -3.86517
Cl 3.54398 -4.52334 -0.51256
Cl 3.46126 3.47638 -2.02337
H 0.88394 5.03349 0.32010
C -3.17506 -4.33657 -0.63658
Cl 4.87450 0.88407 3.18951
F -1.07038 2.11453 -0.37977
C -4.51480 -4.23418 0.14667
H 1.33241 -1.35527 -4.80794
H 2.80500 -1.59639 -2.69120
*
```

DFT (wB97M-V/def2-TZVPD) results for C22H44ClF9OP2Ru as an isolated structure in a non-equilibrium geometry.

As for the expectation value of S²: 6.015. For the energy above the lowest of the compared OMol25 structures with the same formula, charge and spin, the calculation gives 0.0 kJ/mol. The orbital gap (alpha / beta) comes out at 5.5 / 5.1 eV. The HOMO energy (alpha / beta) comes out at -4.85 / -8.00 eV.

Structure (ORCA input):
```
! RIJCOSX wB97M-V def2-TZVPD def2/J DEFGRID3
* xyz 0 5
H -0.47556 -5.41420 -1.43680
F -2.65553 1.83941 3.05395
H 3.66472 2.08447 -1.07055
C -0.45992 3.82364 1.24493
C 1.84211 1.38305 2.44640
H -1.02900 -0.31364 -3.02540
C -1.02860 -1.24592 3.89562
H 1.86616 -4.21114 1.21592
H 2.78972 4.17409 1.97317
H -2.35722 -4.00112 -1.48158
H -1.38380 -4.00709 -3.42912
H -0.21913 -3.55171 -4.68492
F -3.76974 -2.05349 3.22602
F -0.70578 1.49424 4.04674
C -0.00309 -5.14860 -0.48082
C 2.61237 2.07416 1.32857
F -0.56310 -1.24061 5.18057
H -1.18501 4.65068 1.25126
H 0.94241 0.87374 2.07358
F -4.47765 -0.02711 3.75630
C -2.02558 1.11888 4.03455
O -0.33518 -1.29849 -0.28527
H 0.08178 3.86896 2.19804
C 0.48198 3.95342 0.04503
C -0.08976 -2.31702 -2.93027
H 2.45782 0.59835 2.91401
H 1.47349 -3.76693 -1.24125
P 1.50358 2.39762 -0.13016
H -1.61137 -1.46505 -4.25548
C 1.24228 -3.38064 0.84510
C 3.41380 3.27848 1.84362
H 3.84013 3.04359 2.83036
C 3.23961 4.18569 -1.32838
H 3.31468 1.33078 0.90698
H -2.91008 -0.97238 -1.56191
C -2.17326 -0.33051 3.73181
H 1.32792 2.49472 -2.97099
H 4.18548 4.30925 -1.86702
H 0.36997 4.45403 -2.09324
C 2.81838 2.71845 -1.38445
H -3.04670 -2.12259 -2.92378
H 1.54533 2.09317 3.22958
F -1.33541 -2.52835 3.53869
C -0.35270 -3.66693 -3.60369
H -0.87885 3.30809 -1.52100
C -2.26107 -2.98638 -1.06238
H 2.49047 1.17227 -2.87253
H -3.75196 -3.18650 0.48597
C -0.73672 -1.14964 -3.67567
H 4.25548 3.52360 1.18665
C -2.67293 -3.00878 0.39943
F -3.54471 -0.38969 1.79237
H 2.99637 2.73607 -3.54756
C -0.28575 4.19610 -1.25474
H -0.75764 -5.23780 0.31565
F 0.02931 -0.86919 3.09468
H 0.34300 -4.44071 -3.25935
H 1.88050 -2.49382 0.75960
H -1.03081 2.88450 1.19701
H -1.00102 5.01585 -1.09839
H 0.99342 -2.12510 -2.87676
H 0.78573 -5.88808 -0.28328
H 0.68996 0.54053 -2.01131
H 2.49090 4.82583 -1.80375
C 0.64104 -3.76604 -0.51457
Ru 0.11950 0.73418 -0.55937
P -0.50143 -2.51743 -1.17624
C 2.38206 2.25795 -2.77469
C -3.48338 -0.72000 3.13620
H -4.19844 -2.18833 -1.57055
F -2.54331 1.51285 5.24295
H -2.46332 -2.04001 0.87122
H 1.14909 4.81192 0.22556
H -2.17191 -3.79878 0.97008
Cl -2.10297 1.29646 -1.03592
H 0.47918 -3.17590 1.60390
H 1.59160 0.19807 -0.46340
H -0.00805 -0.74991 -4.39370
H 3.40353 4.55525 -0.31271
C -3.14744 -2.01679 -1.83911
*
```

DFT (wB97M-V/def2-TZVPD) results for C22H44FMgO19 as an isolated structure in a non-equilibrium geometry.

For the energy above the lowest of the compared OMol25 structures with the same formula, charge and spin, the calculation gives 257.8 kJ/mol. The orbital gap comes out at 9.3 eV. The HOMO energy comes out at -12.43 eV.

Structure (ORCA input):
```
! RIJCOSX wB97M-V def2-TZVPD def2/J DEFGRID3
* xyz 1 1
H -1.34067 -0.96310 -1.27580
H -2.99625 -1.33993 -1.74017
O -4.94202 0.33131 0.17820
H -0.04105 0.10223 5.74753
O 0.48896 0.40678 3.72633
F -0.60002 0.12621 0.95871
H -1.57914 -4.48398 -1.94211
O 3.54059 -1.96795 2.96773
H 5.51741 -1.86940 2.28369
O -4.73318 1.77736 -1.53458
H 3.30899 0.67347 3.91197
O -0.41962 4.22440 -0.77877
O -1.49987 -1.04676 -3.27537
O -1.21595 -2.62238 1.48318
H -2.19376 -2.18070 -7.06810
H 0.63080 2.23038 3.24970
H -4.33628 -2.75342 1.38401
H -4.75587 1.40191 1.96505
H 2.85471 -2.83071 -1.17175
C -2.11316 -0.76495 -2.01883
Mg -0.48772 -1.08803 2.42362
O -5.53025 -0.31058 -1.74376
O 5.51097 -0.27489 0.48991
H 1.40249 -0.85758 5.15457
O 1.32170 -1.69575 2.17844
H -5.14063 0.49817 -3.60034
C 0.81895 6.03959 -2.12668
H 4.83249 -3.53178 2.25301
C -2.24540 -1.62984 -4.23660
O -1.50210 -2.26813 -5.10471
C 2.50299 -1.97656 1.97619
C -1.66287 -3.33511 0.58742
H -2.88418 -3.61804 -6.23031
H 1.28351 1.90786 5.83670
C 4.84506 0.68565 0.14349
H 7.11642 2.00952 0.08838
C -0.20830 5.32918 -0.04634
O -2.87049 -3.32201 0.08399
H 2.56747 0.76007 6.27102
C 6.66008 1.83948 -0.88678
C 4.82464 -2.56528 2.75691
C -1.28093 -5.13679 -1.12175
C 1.87033 1.05810 5.48790
H -1.23241 2.24556 -0.78593
H -1.99388 3.26225 0.41950
O 5.29209 1.64421 -0.66859
H -3.91945 2.17919 0.69659
H -2.30873 0.30714 -1.99690
H 1.69795 1.77282 0.29215
H 5.12318 -2.84975 3.76590
H -4.64432 -2.36640 -0.23166
C -5.82929 -0.16147 -3.07240
H -0.43439 -5.71184 -1.49696
H -3.42195 -1.37212 0.77573
H -6.89163 0.07129 -3.14566
H -2.02934 -5.83082 -0.73925
H 1.23317 5.04003 -2.25862
H -0.39873 2.84795 0.68817
C -1.06810 3.10306 -0.13339
O -0.88909 -4.35676 0.02615
O 3.02636 -2.31724 0.78284
C 2.30918 -2.33637 -0.36793
H 2.30085 1.20267 -1.25759
O 0.52334 6.21460 -0.75067
C 2.57453 1.43909 4.16194
H -0.06106 6.22791 -2.74168
H 1.58477 6.74630 -2.44632
C -2.04704 -2.92193 -6.28251
H 1.60688 1.10339 2.20857
H 3.02780 2.61639 -0.45829
H 3.05469 2.41598 4.21883
H 7.07227 0.94877 -1.36095
C -5.01889 0.72136 -1.05506
H 2.18149 -1.29945 -0.67871
O -3.45084 -1.61932 -4.20323
H 6.80237 2.66130 -1.58853
H -5.71713 -1.16459 -3.48381
H -3.17320 0.79648 1.27145
C -4.17094 1.18681 1.07080
O -0.54900 5.54111 1.12145
C -3.84117 -2.34112 0.50482
H 1.38791 -2.89869 -0.21576
O 3.48119 0.77868 0.39659
C 2.60172 1.62581 -0.29919
C 1.36920 1.42910 3.22125
H -1.31188 -3.61899 -6.68470
C 0.83259 0.06975 5.09653
*
```

DFT (wB97M-V/def2-TZVPD) results for a 11-piece molecular cluster, C22H44O44S11 overall in a non-equilibrium geometry.

For the energy above the lowest of the compared OMol25 structures with the same formula, charge and spin, the calculation gives 176.5 kJ/mol. The orbital gap comes out at 10.9 eV. The HOMO energy comes out at -10.95 eV. Its SMILES is O=S1(=O)OCCO1.O=S1(=O)OCCO1.O=S1(=O)OCCO1.O=S1(=O)OCCO1.O=S1(=O)OCCO1.O=S1(=O)OCCO1.O=S1(=O)OCCO1.O=S1(=O)OCCO1.O=S1(=O)OCCO1.O=S1(=O)OCCO1.O=S1(=O)OCCO1.

Structure (ORCA input):
```
! RIJCOSX wB97M-V def2-TZVPD def2/J DEFGRID3
* xyz 0 1
H -3.42965 2.82967 -5.59734
S 7.75914 -1.04249 1.71604
C -0.52754 -6.05497 0.08491
H -1.08237 -1.21262 1.28340
H -3.18996 4.47245 3.86079
O -0.80945 -5.80417 5.66395
C 4.51785 1.63811 -1.79691
C -5.68676 1.57720 3.60664
H 0.99620 -2.61821 3.19371
C 5.65870 1.25144 -0.76540
O -5.21959 0.47283 2.85523
H -5.41656 -1.59731 -1.42827
O -1.92474 -3.24055 0.82105
O 1.04081 -0.42772 -5.76591
S 1.68259 0.68584 0.91270
O 1.52919 2.10758 1.07385
O 7.19661 -1.34819 0.42933
O -2.37516 2.69672 4.42846
H -7.00666 2.37476 2.13495
S 1.01387 0.25647 -4.28237
O -4.09762 -2.36389 -0.12825
C 5.84281 -0.10398 2.95366
C -1.04907 -2.49392 3.99396
S -2.82410 -3.33513 -0.32821
H 5.41588 -0.02568 3.95317
O 2.96584 0.08607 1.18688
O -1.09232 2.46730 2.48446
O -3.25864 -4.64667 -0.73251
H 2.44570 -2.58303 -3.74361
S -0.91179 4.97180 -2.67780
H 5.45471 0.25917 -0.35519
C 0.96514 4.26601 -1.09868
C -3.29632 -2.04167 -2.41746
H 3.68466 0.92729 -1.85007
C -0.62008 -0.30046 0.93868
H -5.99595 3.71953 2.82234
O -0.31391 4.47781 -3.92644
H -2.38241 0.02712 -5.03754
O -0.31163 -5.10960 -1.00813
H -1.35051 -2.44974 2.94076
O 8.94634 -1.72027 2.14685
H 0.82208 -2.97046 -4.19350
H 1.37651 -2.35994 -6.49658
H -0.37874 2.76535 -0.17843
H -1.28077 0.54586 1.03866
O 3.93423 2.90503 -1.26313
H -4.03786 -0.52750 -0.99744
S -0.98010 -5.01666 4.41874
H -3.65139 -2.88477 -3.02710
C 0.08469 -0.63356 -0.58066
H -1.33537 -1.60104 4.51054
H 0.04020 2.29430 -1.80278
H -2.85887 -1.22590 -2.97532
H -6.56467 1.29206 4.20794
O -1.95193 5.99368 -2.63679
C 0.78368 -5.71678 0.97844
O 1.84486 -5.48005 -0.00025
O -1.50518 -5.69582 3.28413
H -1.73035 2.24246 -5.41610
H 5.05202 -0.20256 2.21825
C 1.77922 -1.67390 -5.75488
H 0.69587 -4.81486 1.55852
C -2.17555 4.07410 3.93758
H 2.81184 -1.42924 -6.01783
H -0.49955 4.44001 2.45695
C -3.21065 0.69613 -5.05031
O 0.29437 5.40934 -1.72057
C 0.42863 -2.83338 4.07393
O -1.34768 3.79226 -1.60961
O -1.74028 -3.58432 4.64646
H 1.81392 4.00139 -1.72707
C -6.01232 2.67393 2.54144
S 1.26093 -5.06189 -1.41352
C 6.88063 1.04642 2.78375
H 6.69834 1.36946 -1.07010
C 1.59374 -2.20674 -4.24494
O 6.68336 -1.24400 2.89800
O -2.23611 -2.47872 -1.56046
S -3.63539 1.66267 -2.73010
S -4.88799 0.85370 1.32294
C -0.18390 3.13976 -1.15555
S -1.11074 1.77005 3.89829
O -3.51087 0.58332 0.95790
O 0.55309 -0.15349 1.72487
O 7.94084 0.54978 1.89278
H 1.32555 4.54368 -0.09398
O -2.60040 1.08089 -1.90273
O -4.06713 0.63590 -3.89723
H 4.86453 1.85989 -2.80585
O 2.19085 1.02758 -4.01897
H -0.72936 -7.08584 -0.20288
O 4.19398 4.20141 0.91093
H 7.37899 1.24209 3.73985
H -3.84779 0.46645 -5.89009
O 1.17256 0.24933 -0.53201
O 0.39633 -4.29466 3.97735
H -4.85123 1.96001 4.22667
C -4.33574 -1.53064 -1.30465
O 1.61951 -6.03585 -2.39466
C -1.45090 3.89229 2.50536
H 1.08771 -6.55790 1.60035
O 1.08737 -1.12286 -3.49007
H -1.58725 4.56704 4.71954
H 0.93583 -2.46491 4.95642
H 6.42788 1.91355 2.36035
S 4.94372 3.60375 -0.18604
H -1.39200 -5.65205 0.60195
O -0.28508 0.88515 -4.17220
O -5.97952 0.30931 0.53172
O -2.84369 2.69405 -3.69805
O 1.57834 -3.66263 -1.69752
H -0.58445 -0.40967 -1.37012
H 0.52890 -1.66733 -0.70308
O -4.83260 2.19182 -2.10012
C -2.75815 2.17430 -5.05415
H -2.03008 4.05037 1.61261
O 5.97969 4.42035 -0.81218
O -1.54754 0.39902 3.70284
O 5.51757 2.19084 0.31057
O 0.07417 2.09031 4.74725
O -5.07058 2.48453 1.55001
*
```

no.,calculated total energy (eV)
1,-299023.029
2,-312427.772
3,-83713.476
4,-70587.401
5,-232793.590